Entry 1:
14
Properties=species:S:1:pos:R:3:mulliken_charge:R:1 method="wB97M-V/def2-TZVPD" lumo_energy_ev=4.30 de_lowest_kcal_mol=26.5 orbital_gap_ev=7.985 mol_weight_g_mol=90.10 largest_force_ha_per_bohr=0.0159 total_charge=-1 total_energy_ha=-324.3731
C 2.0232 0.7122 -0.4030 -0.509
O 0.8114 1.2423 -0.8866 -0.604
H 2.6405 1.5501 -0.0521 0.223
H 1.8439 0.0287 0.4410 0.204
H 2.5593 0.1505 -1.1817 0.187
C -1.6899 0.0744 1.0208 -0.852
C -0.8880 -0.9978 0.2562 0.574
N -0.9108 -0.7976 -1.0665 -0.911
O -0.2653 -1.8687 0.9011 -0.753
H -2.6472 0.1981 0.5094 0.293
H -1.2223 1.0633 1.0028 0.198
H -1.8349 -0.1550 2.0775 0.309
H 0.1849 0.4640 -1.1127 0.434
H -0.6050 -1.6646 -1.5061 0.206

Entry 2:
24
Properties=species:S:1:pos:R:3:mulliken_charge:R:1 method="wB97M-V/def2-TZVPD" lumo_energy_ev=-0.14 de_lowest_kcal_mol=71.7 orbital_gap_ev=8.322 mol_weight_g_mol=229.19 largest_force_ha_per_bohr=0.0657 total_charge=0 total_energy_ha=-3214.1516
C 0.7100 -3.0027 -2.5360 -0.358
C -0.4496 -2.3503 -2.2916 -0.441
C 1.9117 -2.6045 -1.9469 -0.376
C -0.3994 -1.1551 -1.5547 -0.256
C 1.9943 -1.3943 -1.2423 -0.624
C 0.7825 -0.7107 -1.0507 0.117
C -0.7860 2.6576 2.5644 -1.435
C -1.2471 0.2462 1.8015 -1.037
C -0.9182 1.6943 1.3898 0.379
Si 0.6378 1.8211 0.3145 0.570
Br 0.5827 3.4100 -1.2325 -0.257
H 0.7477 -3.7289 -3.3175 0.347
H -1.3940 -2.4923 -2.9371 0.230
H 2.7804 -3.1908 -2.1591 0.353
H -1.2499 -0.6183 -1.1744 0.408
H 2.8843 -1.1208 -0.7388 0.384
H -0.8836 3.7076 2.2944 0.412
H -1.7669 2.6457 3.1365 0.342
H 0.0807 2.4334 3.2306 0.349
H -1.2849 -0.3946 0.9183 0.212
H -2.3258 0.1533 2.2741 0.306
H -0.3743 -0.3180 2.2830 0.305
H -1.8393 2.0624 0.8975 0.205
H 1.8069 2.2498 1.0770 -0.134

Entry 3:
15
Properties=species:S:1:pos:R:3:mulliken_charge:R:1 method="wB97M-V/def2-TZVPD" lumo_energy_ev=0.93 de_lowest_kcal_mol=38.2 orbital_gap_ev=10.775 mol_weight_g_mol=96.13 largest_force_ha_per_bohr=0.0216 total_charge=0 smiles=C[C@H]1CN1CC#N total_energy_ha=-304.7747
C -1.7128 -1.0031 0.2641 -1.346
C -0.6782 -0.0592 -0.2913 0.383
C -0.5654 1.3619 0.1193 -0.536
N 0.3641 0.3631 0.6311 -0.357
C 1.7117 0.4056 0.0878 -0.392
C 2.1727 -0.9549 -0.2349 0.249
N 2.5042 -2.0230 -0.5277 -0.411
H -2.0554 -0.6599 1.2450 0.318
H -1.2819 -2.0026 0.3843 0.275
H -2.5778 -1.0759 -0.4030 0.344
H -0.3505 -0.2771 -1.3109 0.408
H -0.1932 2.0734 -0.6192 0.255
H -1.2514 1.7813 0.8518 0.237
H 1.7930 1.0059 -0.8343 0.231
H 2.3890 0.8438 0.8284 0.342

Entry 4:
12
Properties=species:S:1:pos:R:3:mulliken_charge:R:1 method="wB97M-V/def2-TZVPD" lumo_energy_ev=0.79 de_lowest_kcal_mol=126.2 orbital_gap_ev=10.264 mol_weight_g_mol=90.08 largest_force_ha_per_bohr=0.0561 total_charge=0 smiles="CON(C)N=O" total_energy_ha=-339.6316
C -1.5453 -0.7346 -0.1353 -0.454
O -0.5179 -0.2558 0.7095 -0.250
N 0.3739 0.5263 0.0190 0.450
C 1.6859 -0.1245 0.0775 -0.653
N 0.1680 1.8321 -0.1142 -0.131
O -0.9316 2.1465 0.2647 -0.432
H -1.0736 -1.3628 -0.9489 0.208
H -1.9786 0.1571 -0.7010 0.234
H -2.2851 -1.2523 0.4686 0.250
H 2.5425 0.5385 -0.1719 0.281
H 1.9737 -0.4452 1.1573 0.271
H 1.5882 -1.0253 -0.6254 0.226

Entry 5:
140
Properties=species:S:1:pos:R:3:mulliken_charge:R:1 method="wB97M-V/def2-TZVPD" lumo_energy_ev=-2.89 de_lowest_kcal_mol=4.8 orbital_gap_ev=6.104 mol_weight_g_mol=1192.53 largest_force_ha_per_bohr=0.0149 total_charge=+1 total_energy_ha=-3864.6292
Ba 0.4785 0.0659 0.2898 0.995
N 1.3863 0.8691 -2.5959 0.654
C 2.0517 0.0504 -3.5380 -0.066
C 3.1609 0.5618 -4.2122 -0.552
C 3.8175 -0.2003 -5.1608 -0.806
C 3.3746 -1.4832 -5.4672 -0.799
C 2.2909 -1.9999 -4.7797 -0.584
C 1.6365 -1.2665 -3.7895 0.469
P 0.3155 -1.9872 -2.7572 1.519
C -0.6143 -3.0348 -3.9473 0.268
C -1.5552 -2.3821 -4.7445 -0.087
C -2.2664 -3.0748 -5.7147 -0.477
C -2.0530 -4.4347 -5.8928 -0.820
C -1.1227 -5.0950 -5.1017 -0.722
C -0.4036 -4.4013 -4.1365 -0.445
C 1.1887 -3.2940 -1.7863 1.253
C 0.4228 -3.9634 -0.8287 -0.698
C 0.9513 -5.0183 -0.0943 -0.406
C 2.2691 -5.4121 -0.2995 -1.126
C 3.0487 -4.7324 -1.2272 -0.966
C 2.5160 -3.6760 -1.9595 -0.698
H 1.6688 1.8388 -2.6245 0.208
H 0.3753 0.8069 -2.6511 -0.780
H 3.4863 1.5768 -4.0063 0.496
H 4.6687 0.2194 -5.6825 0.396
H 3.8661 -2.0686 -6.2332 0.453
H 1.9417 -3.0012 -5.0093 0.503
H -1.7201 -1.3176 -4.6149 -0.085
H -2.9877 -2.5499 -6.3280 0.433
H -2.6097 -4.9796 -6.6452 0.385
H -0.9499 -6.1552 -5.2385 0.434
H 0.3172 -4.9362 -3.5315 0.409
H -0.6106 -3.6713 -0.6660 0.183
H 0.3337 -5.5371 0.6298 0.503
H 2.6813 -6.2472 0.2548 0.426
H 4.0756 -5.0336 -1.3965 0.577
H 3.1430 -3.1508 -2.6696 0.385
O 0.4489 5.3754 6.0576 -0.513
C -0.1667 4.2661 6.5153 0.570
O -0.3676 4.1355 7.6874 -0.552
C -0.5544 3.2179 5.5068 0.943
C -1.0320 2.0123 6.0137 -0.925
C -1.4052 0.9869 5.1615 -0.602
C -1.2871 1.1625 3.7864 -0.764
C -0.7937 2.3542 3.2733 -0.019
C -0.4485 3.3850 4.1317 -0.615
N -1.6318 0.1758 2.8198 1.897
C -2.6608 -0.5403 2.9526 -0.975
C -3.0762 -1.4644 1.8595 0.183
C -4.1656 -2.2966 2.0265 -1.282
C -4.5790 -3.0722 0.9506 -0.913
C -3.8958 -2.9628 -0.2449 -1.117
C -2.8136 -2.0903 -0.3179 -1.197
N -2.3988 -1.3627 0.7147 1.836
H 0.5281 5.3569 5.0961 0.304
H -1.1037 1.8991 7.0873 0.466
H -1.7562 0.0445 5.5685 0.477
H -0.6981 2.4873 2.1975 0.014
H -0.0956 4.3067 3.6783 0.342
H -3.3335 -0.4569 3.8126 0.478
H -4.6939 -2.3212 2.9721 0.596
H -5.4303 -3.7337 1.0449 0.479
H -4.1933 -3.5272 -1.1185 0.640
H -2.2736 -1.9544 -1.2522 0.798
C -6.1586 2.0199 1.1308 -0.924
C -4.8804 1.9746 1.6727 -0.266
C -3.7953 1.7149 0.8502 -0.927
C -3.9475 1.5099 -0.5203 1.029
C -5.2297 1.5939 -1.0578 -0.641
C -6.3259 1.8348 -0.2351 -0.760
P -2.3407 1.3403 -1.4183 1.958
C -2.8164 0.9703 -3.1558 0.303
C -2.1433 1.5614 -4.2273 -0.620
C -2.4695 1.2385 -5.5393 -0.930
C -3.4894 0.3330 -5.8049 -0.625
C -4.1472 -0.2837 -4.7502 -1.054
C -3.7950 0.0142 -3.4399 -0.588
C -1.9369 3.1449 -1.5160 0.251
C -2.8006 3.9583 -2.2084 -0.254
C -2.6238 5.3520 -2.2585 -1.116
C -1.5817 5.9139 -1.5798 -0.750
C -0.6798 5.1126 -0.8408 1.539
C 0.3725 5.7388 -0.1202 -1.309
C 1.2366 4.9802 0.6036 -1.701
C 1.0880 3.5648 0.6182 -1.266
C 0.1094 2.8504 -0.0576 2.111
C -0.8194 3.6893 -0.7982 -2.082
H -7.0146 2.2200 1.7631 0.388
H -4.7288 2.1543 2.7325 0.592
H -2.7955 1.7063 1.2662 0.003
H -5.3917 1.4883 -2.1223 0.515
H -7.3158 1.8949 -0.6712 0.459
H -1.3854 2.3143 -4.0375 0.400
H -1.9410 1.7152 -6.3559 0.453
H -3.7636 0.1062 -6.8281 0.489
H -4.9334 -1.0038 -4.9445 0.439
H -4.3063 -0.4919 -2.6289 0.568
H -3.6510 3.5275 -2.7281 0.377
H -3.3189 5.9661 -2.8176 0.437
H -1.4326 6.9888 -1.5899 0.393
H 0.4657 6.8189 -0.1616 0.360
H 2.0444 5.4512 1.1580 0.548
H 1.8166 3.0300 1.2260 0.932
C 2.7693 1.0896 5.0799 -1.197
N 3.6959 1.4849 4.0359 0.249
C 4.5591 2.6078 4.3885 -1.284
C 3.3522 1.2385 2.7283 0.026
N 2.1687 0.8644 2.3503 1.210
N 4.3583 1.4280 1.8079 0.302
C 4.0262 1.4804 0.3908 -0.471
C 5.6881 0.8991 2.0777 -1.159
H 3.2975 1.0818 6.0328 0.401
H 2.3931 0.0828 4.8964 0.161
H 1.9163 1.7746 5.1674 0.416
H 3.9753 3.3816 4.8953 0.361
H 4.9961 3.0432 3.4952 0.420
H 5.3588 2.2913 5.0595 0.333
H 1.5017 1.0252 3.1017 -1.080
H 3.9181 0.4823 -0.0457 0.118
H 4.8341 1.9992 -0.1266 0.465
H 3.1123 2.0485 0.2347 -0.238
H 5.8331 0.7462 3.1425 0.453
H 6.4546 1.5855 1.7169 0.288
H 5.8271 -0.0607 1.5665 0.254
C 4.6436 -3.2070 1.0888 -1.286
N 3.3115 -3.1904 1.7014 0.530
C 3.0069 -4.0658 2.6877 -0.596
C 1.8005 -4.0850 3.2836 -1.362
C 0.8616 -3.1101 2.8376 0.521
N 1.1351 -2.2583 1.8629 0.773
C 2.3494 -2.2966 1.2447 0.159
O 2.6186 -1.5456 0.2977 -0.072
N -0.3486 -3.0325 3.4105 -0.217
H 4.8732 -4.2134 0.7435 0.482
H 5.3903 -2.8834 1.8125 0.347
H 4.6364 -2.5316 0.2418 0.306
H 3.7958 -4.7528 2.9651 0.602
H 1.5721 -4.7916 4.0668 0.509
H -0.5914 -3.6084 4.1949 0.209
H -0.9598 -2.2832 3.1324 -0.042

Entry 6:
13
Properties=species:S:1:pos:R:3:mulliken_charge:R:1 method="wB97M-V/def2-TZVPD" lumo_energy_ev=0.78 de_lowest_kcal_mol=73.3 orbital_gap_ev=10.942 mol_weight_g_mol=85.11 largest_force_ha_per_bohr=0.0228 total_charge=0 smiles=COCCC#N total_energy_ha=-286.5149
C -1.1785 0.1092 1.8873 -0.635
O -0.0345 -0.5547 1.3382 -0.386
C 0.1880 -0.3816 -0.0378 -0.333
C 1.4336 0.3316 -1.0768 -0.441
C 0.6195 0.0097 -2.2454 0.386
N -0.2772 -0.3905 -2.8599 -0.473
H -2.0630 0.1029 1.2250 0.318
H -1.4724 -0.4133 2.8080 0.233
H -0.9272 1.1438 2.1358 0.282
H 0.2795 -1.3866 -0.4471 0.229
H -0.6420 0.1919 -0.4418 0.286
H 2.4103 -0.1738 -1.1903 0.262
H 1.6639 1.4112 -1.0952 0.272

Entry 7:
7
Properties=species:S:1:pos:R:3:mulliken_charge:R:1 method="wB97M-V/def2-TZVPD" lumo_energy_ev="0.22 / -0.20" de_lowest_kcal_mol=178.0 orbital_gap_ev="10.096 / 8.467" mol_weight_g_mol=44.06 largest_force_ha_per_bohr=0.0708 total_charge=0 total_energy_ha=-149.7595
C 0.4530 0.0148 -0.1181 -0.031
N -0.3537 0.3124 0.9581 -0.384
N -0.7959 -0.5852 -0.1134 -0.372
H 1.0202 1.1910 -1.9703 0.026
H 1.3552 -0.4327 -0.0717 0.247
H -0.0879 -0.2864 1.8563 0.259
H -1.5908 -0.2138 -0.5410 0.255